A cluster of 8 separate species, C24H56O12S4 in total in a non-equilibrium geometry, computed with the ωB97M-V functional and the def2-TZVPD basis.

As for the net charge: 0. The calculation puts the highest occupied orbital energy at -8.84 eV. For the energy relative to the best compared isomer or geometry (same formula, charge and spin), the calculation gives 0.0 kcal/mol.

Last column: Löwdin charge in e.
Atoms and positions in Å:
C 6.48 10.68 -0.97  -0.227
S 5.78 11.55 -2.44  0.837
O 6.37 12.97 -2.48  -0.579
C 6.74 10.65 -3.68  -0.253
H 5.88 10.96 -0.10  0.041
H 7.50 11.05 -0.88  0.023
H 6.50 9.60 -1.15  0.058
H 6.69 11.13 -4.66  0.051
H 6.26 9.70 -3.90  0.053
H 7.76 10.70 -3.30  0.060
C 7.23 14.91 -0.39  -0.237
S 5.97 14.24 0.78  0.837
O 6.50 14.18 2.20  -0.585
C 4.99 15.75 0.77  -0.248
H 6.77 15.16 -1.35  0.024
H 7.90 14.10 -0.67  0.004
H 7.77 15.74 0.06  0.054
H 4.72 16.00 -0.26  0.040
H 5.69 16.50 1.15  0.037
H 4.21 15.60 1.51  0.058
C 11.85 12.57 0.91  -0.236
S 10.13 12.59 0.21  0.812
O 9.94 11.25 -0.45  -0.573
C 9.15 12.52 1.79  -0.252
H 12.59 12.62 0.11  0.046
H 12.05 11.58 1.32  0.052
H 12.04 13.39 1.61  0.050
H 9.57 11.67 2.33  0.053
H 8.08 12.38 1.71  0.017
H 9.28 13.41 2.41  0.052
C 7.52 13.63 7.20  -0.251
S 8.46 12.55 6.06  0.848
O 8.68 11.28 6.91  -0.585
C 7.13 12.15 4.88  -0.246
H 6.59 13.17 7.51  0.035
H 7.15 14.53 6.71  0.032
H 8.16 13.78 8.07  0.053
H 7.49 11.82 3.91  0.025
H 6.61 13.06 4.59  0.029
H 6.46 11.39 5.29  0.036
O 2.51 15.73 -1.08  0.062
C 1.56 15.40 -1.79  -0.477
O 1.54 14.49 -2.76  0.015
C 2.69 13.75 -2.98  -0.243
C 2.89 13.48 -4.49  -0.046
C 0.19 16.09 -1.58  0.026
H 2.74 12.81 -2.41  0.120
H 3.58 14.33 -2.74  0.093
H 3.07 14.45 -4.94  0.071
H 2.01 13.01 -4.93  0.072
H 3.69 12.79 -4.78  0.066
H -0.40 15.87 -2.47  0.075
H 0.28 17.18 -1.55  0.086
H -0.31 15.63 -0.73  0.089
O 7.35 16.49 -5.98  0.082
C 6.28 16.30 -5.42  -0.503
O 5.09 16.68 -6.00  -0.032
C 5.18 17.53 -7.16  -0.212
C 3.77 18.01 -7.54  -0.078
C 6.18 15.51 -4.18  0.004
H 5.50 16.94 -8.02  0.121
H 5.79 18.41 -6.94  0.125
H 3.66 18.33 -8.58  0.072
H 3.46 18.88 -6.96  0.068
H 2.95 17.30 -7.40  0.072
H 5.22 15.62 -3.67  0.079
H 7.06 15.70 -3.56  0.093
H 6.20 14.46 -4.47  0.083
O 12.01 17.30 2.34  0.051
C 11.04 17.07 1.57  -0.500
O 9.74 17.20 1.80  -0.020
C 9.31 17.65 3.07  -0.212
C 7.80 17.87 3.04  -0.057
C 11.27 16.68 0.13  0.014
H 9.92 18.47 3.44  0.126
H 9.54 16.81 3.72  0.125
H 7.42 18.51 3.83  0.080
H 7.36 16.87 2.99  0.055
H 7.43 18.42 2.17  0.077
H 10.83 15.72 -0.12  0.064
H 12.31 16.72 -0.17  0.092
H 10.69 17.37 -0.48  0.090
O 2.77 14.56 4.75  0.067
C 3.77 14.68 5.45  -0.544
O 4.07 13.80 6.35  -0.006
C 3.22 12.69 6.67  -0.178
C 4.09 11.43 6.87  -0.054
C 4.83 15.74 5.29  0.022
H 2.42 12.56 5.94  0.116
H 2.63 12.88 7.56  0.123
H 4.67 11.07 6.02  0.052
H 3.41 10.61 7.08  0.079
H 4.86 11.55 7.63  0.073
H 5.27 15.98 6.26  0.081
H 4.54 16.68 4.83  0.090
H 5.60 15.34 4.63  0.066